1.
{"formula": "C4H12S2", "method": "ωB97M-V/def2-TZVPD", "elements": ["C", "C", "C", "H", "H", "H", "H", "H", "H", "H", "H", "C", "S", "S", "H", "H", "H", "H"], "coordinates": [[-2.07855, -0.83776, 0.51529], [-1.42766, -0.34544, 1.82491], [-2.23445, -0.62396, 3.11877], [-2.62337, -1.75873, 0.79284], [-1.44696, -1.21883, -0.29890], [-2.82350, -0.10528, 0.17394], [-1.24541, 0.71662, 1.82551], [-0.44239, -0.83133, 1.97308], [-2.18830, -1.70485, 3.24302], [-1.88011, 0.03491, 3.91124], [-3.23694, -0.25156, 2.95490], [2.15748, -0.82315, -2.09509], [1.48419, -0.16055, -0.60236], [0.39704, 1.56100, -0.99530], [3.08902, -0.28468, -2.33506], [1.60260, -1.06522, -2.99357], [2.40252, -1.82142, -1.69157], [0.66356, 1.62864, -2.37197]], "forces_ev_per_angstrom": [[-0.792, -0.830, 0.925], [0.897, -0.445, 0.266], [0.158, 0.588, -1.630], [-0.207, 0.311, -0.101], [0.269, 0.869, 0.296], [0.291, -0.301, -0.190], [0.217, 0.512, -0.452], [-0.331, 0.275, -0.261], [-0.329, 0.174, 0.837], [0.431, -0.724, 0.349], [-0.617, -0.419, -0.048], [1.385, -0.635, 0.050], [-0.494, -0.257, 0.709], [0.068, 0.439, -1.793], [-0.390, -0.347, -0.179], [-0.737, 0.565, 0.066], [0.405, 0.265, -0.270], [-0.223, -0.040, 1.426]], "smiles": "CCC.CSS", "charge": 0, "e_above_lowest_ev": 0.9954, "energy_ev": -26012.122}

2.
{"formula": "C4H12S2", "method": "ωB97M-V/def2-TZVPD", "elements": ["C", "S", "C", "H", "H", "H", "H", "H", "H", "C", "S", "C", "H", "H", "H", "H", "H", "H"], "coordinates": [[-1.98248, -3.10568, -0.66246], [-1.01899, -1.69323, -0.23418], [-2.32019, -0.50729, 0.22795], [-2.99401, -3.00722, -0.28010], [-1.60344, -3.95576, 0.00684], [-1.87004, -3.60060, -1.63077], [-1.85638, 0.17245, 1.04188], [-2.62932, 0.15560, -0.58152], [-3.12315, -0.97372, 0.71617], [2.55377, 3.06249, 0.81120], [1.25999, 2.41343, -0.26501], [1.81674, 0.60938, -0.46396], [3.27267, 2.29717, 1.23723], [2.02611, 3.54971, 1.56357], [2.94496, 4.01169, 0.20977], [2.16143, 0.37706, -1.55021], [2.50314, 0.12495, 0.28078], [0.85921, 0.06958, -0.42717]], "forces_ev_per_angstrom": [[0.466, -3.051, 1.748], [0.003, 0.912, -0.027], [2.250, 2.013, 0.888], [-0.269, 0.163, -0.640], [-0.324, 1.026, -0.631], [-0.365, 0.975, -0.324], [-0.568, -1.000, -1.364], [-0.100, -0.316, -0.029], [-1.185, -0.812, 0.387], [1.298, 1.519, -2.085], [0.857, -2.242, -0.006], [-0.669, -0.400, -1.793], [-0.720, 1.208, -0.909], [-0.723, 0.479, 1.873], [0.298, -2.362, 1.302], [-0.124, 0.732, 1.931], [-0.566, 1.090, -0.537], [0.442, 0.065, 0.216]], "smiles": "CSC.CSC", "charge": 0, "e_above_lowest_ev": 1.7242, "energy_ev": -26011.394}

| no. | orbital gap (eV) |
| --- | --- |
| 1 | 8.7 |
| 2 | 9.2 |